Formula: C6H8
Source: the Open Molecules 2025 dataset
Level of theory: the ωB97M-V functional and the def2-TZVPD basis

Computed properties:
LUMO level ... 1.089 eV
HOMO ... -8.55 eV
Energy ... -6347.198 eV
Molar mass ... 80.13 u
SMILES ... C#CCCC=C
Gap between HOMO and LUMO ... 9.6 eV

Atoms and positions in Å:
C  2.258  -0.698  -1.298
C  1.692  -0.321  -0.309
C  0.955  0.183  0.840
C  -0.279  1.050  0.404
C  -1.534  0.324  0.151
C  -1.566  -0.938  -0.282
H  2.767  -1.039  -2.169
H  0.598  -0.673  1.453
H  1.642  0.757  1.489
H  -0.212  2.008  0.890
H  -0.732  1.461  -0.703
H  -2.439  0.903  0.307
H  -2.479  -1.511  -0.250
H  -0.670  -1.505  -0.522

Cartesian forces (eV/Å) of the 3 atoms listed first:
0.0 0.0 0.1
0.3 -0.2 -0.3
-0.3 0.4 -0.7

Here are the Löwdin charges for atoms 1 to 8, given in e:
1. C 0.107
2. C -0.177
3. C -0.198
4. C -0.188
5. C -0.274
6. C -0.020
7. H 0.023
8. H 0.125


Formula: C41H51LaN13O4S2
Source: the Open Molecules 2025 dataset
Level of theory: the ωB97M-V functional and the def2-TZVPD basis

Computed properties:
LUMO level ... -2.159 eV
HOMO ... -9.55 eV
Energy ... -93435.007 eV
Charge ... +1
Molar mass ... 992.99 u
Gap between HOMO and LUMO ... 7.4 eV

Atoms and positions in Å:
La  11.104  10.867  14.760
C  12.548  14.464  14.598
N  12.186  14.590  15.979
C  12.644  15.796  16.614
C  11.908  15.787  17.943
N  10.948  14.700  17.794
C  10.388  14.110  18.996
C  11.098  14.046  16.600
N  10.353  13.099  16.083
C  8.933  13.036  16.553
C  8.247  11.741  16.106
N  8.536  11.286  14.727
C  7.754  11.526  13.708
N  7.953  10.828  12.546
C  9.108  9.962  12.377
C  7.338  11.523  11.417
C  6.184  12.208  12.138
N  6.716  12.378  13.508
C  5.839  12.877  14.531
H  13.645  14.545  14.507
H  12.034  15.199  13.972
H  12.251  13.490  14.229
H  12.449  16.706  16.063
H  13.700  15.826  16.731
H  11.357  16.738  18.064
H  12.527  15.602  18.804
H  10.910  14.489  19.842
H  10.577  13.018  18.966
H  9.321  14.292  19.240
H  8.386  13.893  16.170
H  8.833  13.054  17.612
H  7.202  11.798  16.375
H  8.629  10.953  16.768
H  9.158  9.336  13.290
H  10.041  10.465  12.107
H  8.875  9.352  11.520
H  7.043  10.916  10.582
H  8.036  12.238  10.989
H  5.300  11.543  12.196
H  5.882  13.167  11.712
H  5.208  13.639  14.048
H  6.391  13.430  15.335
H  5.203  12.095  14.932
C  7.318  8.926  8.492
O  7.058  10.287  8.193
C  8.133  11.112  8.084
C  7.835  12.481  8.046
C  8.856  13.406  7.892
C  10.149  12.954  7.837
C  10.486  11.621  7.937
C  9.470  10.684  7.984
N  11.163  13.940  7.614
N  12.088  14.121  8.403
C  12.200  13.404  9.652
C  13.305  12.628  9.815
C  13.374  11.730  10.877
C  12.423  11.702  11.849
O  12.580  10.986  12.946
C  11.335  12.629  11.747
N  10.495  12.715  12.806
C  9.571  13.654  12.801
C  9.397  14.574  11.756
C  10.230  14.441  10.704
C  11.238  13.471  10.648
H  6.371  8.466  8.803
H  8.028  8.824  9.290
H  7.718  8.435  7.621
H  6.780  12.711  8.041
H  8.652  14.486  7.848
H  11.519  11.329  7.829
H  9.715  9.641  8.025
H  14.102  12.633  9.093
H  14.251  11.080  10.920
H  8.979  13.710  13.724
H  8.694  15.406  11.874
H  10.198  15.148  9.859
C  13.823  15.051  21.146
C  13.835  13.997  20.104
C  14.590  14.156  18.918
C  14.587  13.187  17.912
C  13.810  12.055  18.073
C  13.185  11.805  19.289
C  13.194  12.798  20.286
S  13.673  10.839  16.780
O  14.711  9.830  16.961
O  13.693  11.611  15.521
N  12.186  10.330  16.831
C  11.601  9.289  17.458
C  12.204  8.493  18.469
C  11.337  7.678  19.160
C  10.014  7.506  18.771
C  9.550  8.212  17.689
N  10.339  9.103  17.040
H  13.984  16.068  20.777
H  14.647  14.916  21.887
H  12.872  15.080  21.660
H  15.173  15.013  18.692
H  15.206  13.395  17.061
H  12.654  10.896  19.515
H  12.678  12.585  21.217
H  13.250  8.620  18.701
H  11.723  7.151  20.018
H  9.363  6.827  19.290
H  8.560  8.096  17.257
N  13.689  6.446  13.913
C  13.132  7.647  13.643
N  13.930  8.654  13.333
S  11.443  7.822  13.870
H  14.676  6.289  13.882
H  13.099  5.688  14.219
H  14.930  8.606  13.444
H  13.502  9.526  13.055

Cartesian forces (eV/Å) of the 3 atoms listed first:
-0.7 0.3 -0.6
0.1 -0.6 -0.3
0.3 0.1 -0.3

Here are the Löwdin charges for atoms 1 to 8, given in e:
1. La 1.971
2. C -0.031
3. N -0.082
4. C -0.120
5. C -0.092
6. N -0.053
7. C -0.038
8. C -0.349


Formula: C50H126F2HgN9O22S2
Source: the Open Molecules 2025 dataset
Level of theory: the ωB97M-V functional and the def2-TZVPD basis

Computed properties:
LUMO level ... -5.280 eV
HOMO ... -9.40 eV
Energy ... -143604.602 eV
Charge ... +1
Molar mass ... 1508.32 u
Gap between HOMO and LUMO ... 4.1 eV

Atoms and positions in Å:
Hg  -0.155  0.975  3.786
N  -0.035  -0.136  1.903
S  0.160  -1.519  1.344
O  1.306  -1.880  0.513
O  -1.057  -2.293  1.148
F  0.608  -2.205  2.773
S  -0.318  0.511  0.289
O  -1.487  0.125  -0.505
O  0.947  0.711  -0.484
F  -0.693  2.020  0.812
C  3.688  -1.166  5.192
C  2.238  -0.865  5.422
O  1.834  0.459  5.007
O  4.445  -0.397  6.155
H  4.082  -0.962  4.196
H  3.874  -2.222  5.387
H  2.080  -1.076  6.479
H  1.752  -1.565  4.742
H  2.424  1.043  5.489
H  4.037  -0.099  6.971
C  -0.782  -4.173  -1.713
O  -0.946  -3.559  -2.953
C  -1.651  -2.345  -3.025
C  -1.729  -1.725  -4.401
N  -2.091  -2.621  -5.511
C  -2.206  -1.878  -6.792
C  -2.748  -2.736  -7.938
O  -2.581  -2.009  -9.189
C  -2.873  -2.814  -10.356
H  -1.736  -4.503  -1.302
H  -0.240  -3.484  -1.064
H  -0.109  -5.021  -1.842
H  -1.201  -1.678  -2.289
H  -2.639  -2.536  -2.605
H  -0.738  -1.325  -4.615
H  -2.469  -0.926  -4.367
H  -1.502  -3.442  -5.522
H  -1.311  -1.326  -7.078
H  -2.989  -1.128  -6.672
H  -3.799  -2.978  -7.780
H  -2.237  -3.697  -7.983
H  -3.944  -2.983  -10.459
H  -2.357  -3.774  -10.322
H  -2.471  -2.401  -11.281
C  -3.721  -8.631  2.619
O  -3.630  -7.904  1.379
C  -4.616  -6.886  1.384
C  -3.968  -5.553  1.034
N  -4.728  -4.416  1.553
C  -3.941  -3.182  1.442
C  -3.808  -2.459  0.113
O  -5.109  -2.201  -0.463
C  -6.042  -1.413  0.277
H  -3.428  -7.926  3.397
H  -2.965  -9.415  2.654
H  -4.702  -9.044  2.855
H  -5.191  -6.684  2.289
H  -5.380  -7.081  0.631
H  -3.876  -5.451  -0.047
H  -2.935  -5.409  1.348
H  -5.019  -4.593  2.503
H  -2.981  -3.339  1.932
H  -4.267  -2.376  2.099
H  -3.385  -3.088  -0.670
H  -3.200  -1.562  0.233
H  -6.991  -1.334  -0.254
H  -5.689  -0.404  0.491
H  -6.378  -1.909  1.188
C  6.357  0.561  -5.537
O  6.309  -0.094  -4.239
C  6.509  -1.512  -4.194
C  6.014  -1.967  -2.855
N  4.573  -1.853  -2.737
C  3.853  -2.610  -1.655
C  3.966  -4.134  -1.715
O  5.142  -4.591  -1.170
C  5.445  -6.013  -1.169
H  5.900  -0.006  -6.349
H  7.415  0.637  -5.786
H  5.876  1.539  -5.556
H  7.581  -1.685  -4.289
H  6.021  -2.022  -5.025
H  6.514  -1.407  -2.065
H  6.320  -3.013  -2.861
H  4.157  -0.973  -3.007
H  2.802  -2.331  -1.731
H  4.067  -2.250  -0.649
H  3.795  -4.533  -2.714
H  3.133  -4.540  -1.141
H  6.514  -6.153  -1.003
H  5.136  -6.572  -2.052
H  4.927  -6.487  -0.336
C  -8.752  5.428  -3.874
O  -7.432  4.862  -3.715
C  -6.444  5.792  -4.158
C  -4.997  5.211  -4.137
N  -4.727  4.388  -2.979
C  -3.625  3.408  -3.099
C  -3.397  2.609  -1.868
O  -4.341  1.626  -1.585
C  -4.210  0.391  -2.296
H  -9.448  4.628  -3.621
H  -8.926  5.516  -4.946
H  -8.874  6.354  -3.312
H  -6.514  6.700  -3.559
H  -6.781  6.175  -5.121
H  -4.290  6.031  -4.270
H  -4.894  4.703  -5.096
H  -5.557  3.904  -2.668
H  -2.657  3.887  -3.247
H  -3.908  2.791  -3.952
H  -3.436  3.247  -0.986
H  -2.405  2.172  -1.985
H  -5.031  -0.286  -2.058
H  -3.273  -0.096  -2.026
H  -4.262  0.612  -3.362
C  2.746  1.798  2.192
O  1.716  2.331  3.033
C  1.479  3.700  2.958
C  0.557  4.006  4.185
N  -0.731  3.259  4.229
C  -1.635  3.731  3.214
C  -2.778  2.742  3.014
O  -2.265  1.432  2.739
C  -3.261  0.613  2.142
H  3.731  2.222  2.391
H  2.498  1.973  1.145
H  2.895  0.735  2.384
H  0.859  3.927  2.090
H  2.289  4.428  2.951
H  0.489  5.065  4.436
H  1.017  3.610  5.091
H  -1.059  3.438  5.167
H  -1.199  3.723  2.215
H  -1.988  4.734  3.452
H  -3.429  3.093  2.213
H  -3.325  2.665  3.953
H  -4.272  0.767  2.520
H  -3.037  -0.453  2.201
H  -3.311  0.948  1.106
C  4.513  1.925  -1.351
O  4.874  2.594  -0.206
C  5.846  3.628  -0.318
C  6.353  4.203  1.060
N  5.363  4.966  1.877
C  5.998  5.271  3.192
C  5.093  6.168  4.074
O  3.746  5.720  4.338
C  3.008  6.656  5.092
H  4.329  2.624  -2.167
H  3.651  1.299  -1.121
H  5.329  1.279  -1.676
H  5.432  4.441  -0.915
H  6.732  3.248  -0.826
H  7.164  4.884  0.803
H  6.761  3.437  1.719
H  4.561  4.374  2.045
H  6.892  5.825  2.907
H  6.297  4.360  3.711
H  4.913  7.133  3.601
H  5.642  6.432  4.978
H  2.507  7.411  4.487
H  3.500  7.150  5.930
H  2.076  6.185  5.404
C  0.000  2.219  -3.816
O  0.615  3.402  -3.443
C  0.377  3.751  -2.100
C  1.260  5.050  -1.799
N  0.502  6.243  -2.162
C  1.267  7.505  -2.048
C  0.371  8.695  -2.387
O  -0.430  8.490  -3.580
C  -1.186  9.588  -3.929
H  -1.079  2.303  -3.951
H  0.264  1.367  -3.190
H  0.190  2.054  -4.877
H  0.768  2.920  -1.513
H  -0.633  4.031  -1.802
H  2.192  4.957  -2.357
H  1.561  5.051  -0.751
H  0.179  6.203  -3.118
H  2.234  7.449  -2.549
H  1.514  7.701  -1.004
H  0.995  9.588  -2.349
H  -0.367  8.812  -1.593
H  -2.080  9.648  -3.307
H  -1.533  9.340  -4.932
H  -0.592  10.486  -3.760
C  0.524  -5.605  1.840
O  0.116  -5.597  3.226
C  1.253  -5.287  4.101
C  0.776  -5.140  5.536
N  0.953  -6.409  6.202
C  0.541  -6.380  7.609
C  0.298  -7.889  8.011
O  -0.898  -8.443  7.472
C  -1.018  -9.836  7.625
H  -0.361  -5.927  1.292
H  1.304  -6.330  1.607
H  0.710  -4.621  1.411
H  1.611  -4.295  3.825
H  2.105  -5.955  3.975
H  -0.288  -4.902  5.510
H  1.176  -4.320  6.131
H  0.458  -7.163  5.747
H  -0.370  -5.783  7.655
H  1.245  -5.941  8.317
H  0.295  -8.013  9.094
H  1.223  -8.377  7.703
H  -1.970  -10.069  7.148
H  -1.013  -10.077  8.688
H  -0.207  -10.380  7.140

Cartesian forces (eV/Å) of the 3 atoms listed first:
0.2 1.0 0.1
-0.8 4.0 -3.0
1.6 -11.8 1.2

Here are the Löwdin charges for atoms 1 to 8, given in e:
1. Hg 1.346
2. N -0.351
3. S 0.435
4. O -0.239
5. O -0.257
6. F -0.222
7. S 0.670
8. O -0.240